Computed, not measured: C8H12F2O3 in the gas phase, with ωB97M-V/def2-TZVPD.

As for the orbital gap: 10.052 eV. The total charge is 0. The electronic energy is -737.44593 a.u. The SMILES is CCOC(=O)/C(C)=C(\O)C(C)(F)F. The HOMO energy is -9.20 eV. Its largest force on an atom is 4.14 eV Å⁻¹.

Positions of all 25 atoms, in Å:
C (3.3681, 0.4351, 1.0140)
C (3.2969, -0.0712, -0.3928)
O (1.9863, -0.5664, -0.6728)
C (0.9817, 0.3214, -0.7691)
O (1.2122, 1.5019, -0.8257)
C (-0.3239, -0.3628, -0.7519)
C (-0.3667, -1.8380, -1.0242)
C (-1.3616, 0.4210, -0.4658)
O (-1.2217, 1.7354, -0.2188)
C (-2.9011, -0.1591, 0.0324)
C (-3.5230, 0.6245, 1.1615)
F (-2.6327, -1.4186, 0.4133)
F (-3.7187, -0.2362, -1.0781)
H (3.4506, -0.3236, 1.9268)
H (4.3086, 1.0515, 1.2490)
H (2.5998, 1.1854, 1.2127)
H (3.9448, -0.9129, -0.5474)
H (3.2968, 0.8451, -1.0067)
H (-0.4974, -2.4361, -0.1094)
H (-1.1238, -2.0849, -1.7713)
H (0.5256, -2.0617, -1.4686)
H (-0.3456, 1.9022, -0.5783)
H (-4.3132, 0.0418, 1.5703)
H (-3.8148, 1.7515, 1.0668)
H (-2.8271, 0.6549, 2.0341)

Forces on atoms 1 to 3 (eV/Å):
1.9580 0.2845 3.6382
-1.2171 1.4966 0.3043
-0.7058 -1.0297 0.3076



Computed, not measured: 9 unconnected molecules or ions with the total composition C30H74NO33P7, with ωB97M-V/def2-TZVPD.

As for the orbital gap (alpha / beta): 5.514 / 3.426 eV. The total charge is +1. The electronic energy is -6114.73589 a.u. Its spin multiplicity is 2. The HOMO energy (alpha / beta) is -11.44 / -11.33 eV. Its largest force on an atom is 4.48 eV Å⁻¹.

Positions of all 145 atoms, in Å:
C (-30.6265, 25.6180, -20.3852)
C (-30.8101, 24.2726, -20.5062)
C (-30.1565, 23.3271, -21.3938)
O (-30.3915, 22.1085, -21.4344)
C (-29.1207, 24.1368, -22.1610)
C (-28.8897, 25.4745, -22.1097)
C (-29.6467, 26.4077, -21.2284)
O (-29.4249, 27.5930, -21.1051)
O (-27.9446, 26.0226, -22.9477)
O (-31.7392, 23.7624, -19.7364)
H (-31.2637, 26.1510, -19.6951)
H (-28.5344, 23.6419, -22.9210)
H (-27.6422, 26.8481, -22.5620)
H (-32.1234, 22.9306, -20.0229)
C (-33.2136, 26.4365, -25.1874)
O (-32.9205, 27.5251, -25.6581)
N (-33.5445, 26.3958, -23.8521)
C (-34.1864, 25.2061, -23.2557)
C (-33.2650, 27.4526, -22.8731)
H (-33.3678, 25.4848, -25.7191)
H (-33.6032, 24.9283, -22.3777)
H (-34.3309, 24.3749, -23.9459)
H (-35.1965, 25.5903, -23.1132)
H (-33.2247, 28.5392, -22.9495)
H (-34.0801, 27.3648, -22.1548)
H (-32.4449, 27.1701, -22.2129)
C (-39.3710, 23.2886, -15.8745)
O (-38.0623, 23.7891, -16.1186)
P (-37.0308, 23.1436, -17.2486)
O (-37.2106, 21.6821, -17.5029)
O (-35.5117, 23.6278, -16.7883)
C (-34.3642, 23.1689, -17.5395)
O (-37.3664, 24.1377, -18.5027)
C (-38.5413, 24.0933, -19.1957)
H (-40.0128, 23.7108, -16.6478)
H (-39.7544, 23.5835, -14.8977)
H (-39.5113, 22.2078, -15.8893)
H (-33.5741, 22.6857, -16.9647)
H (-33.8758, 23.9410, -18.1341)
H (-34.7532, 22.4153, -18.2242)
H (-39.2203, 24.9210, -18.9911)
H (-39.0749, 23.1438, -19.1514)
H (-38.3377, 24.0622, -20.2661)
C (-31.3785, 15.1009, -17.1625)
O (-31.5338, 16.4101, -17.7180)
P (-31.2990, 17.7879, -16.9029)
O (-29.9115, 18.1266, -16.5862)
O (-31.8769, 18.9369, -17.9042)
C (-31.7336, 20.3460, -17.4584)
O (-32.3154, 17.8143, -15.6240)
C (-31.8924, 17.2353, -14.3509)
H (-32.0052, 14.3780, -17.6848)
H (-31.8415, 15.0668, -16.1764)
H (-30.3753, 14.7052, -17.0038)
H (-32.5333, 20.6440, -16.7804)
H (-31.8574, 21.0634, -18.2696)
H (-30.8850, 20.6821, -16.8626)
H (-32.7884, 16.9053, -13.8253)
H (-31.4331, 17.8946, -13.6143)
H (-31.1812, 16.4168, -14.4618)
C (-25.2291, 26.1631, -24.6899)
O (-24.2910, 25.6022, -25.6949)
P (-24.4085, 25.8423, -27.2449)
O (-25.0185, 27.0858, -27.6769)
O (-22.9593, 25.6598, -27.8001)
C (-22.7641, 25.7113, -29.2285)
O (-25.2197, 24.5068, -27.7197)
C (-26.5763, 24.3947, -27.5065)
H (-26.2243, 26.3607, -25.0882)
H (-24.9859, 27.1648, -24.3356)
H (-25.3111, 25.3737, -23.9427)
H (-22.1807, 26.5850, -29.5188)
H (-23.6352, 25.8277, -29.8733)
H (-22.3850, 24.7808, -29.6510)
H (-26.6881, 23.8398, -26.5751)
H (-27.0760, 23.8134, -28.2814)
H (-27.0674, 25.3475, -27.3087)
C (-28.1365, 21.1169, -25.4894)
O (-29.3461, 21.7852, -25.0778)
P (-30.4341, 22.5281, -26.1139)
O (-31.7773, 22.8433, -25.5292)
O (-29.5311, 23.8478, -26.6374)
C (-29.5470, 25.0805, -25.9191)
O (-30.4514, 21.6948, -27.5542)
C (-30.6697, 22.2664, -28.8315)
H (-27.2545, 21.7563, -25.4530)
H (-28.2238, 20.5686, -26.4274)
H (-27.8842, 20.2868, -24.8296)
H (-28.5479, 25.3991, -25.6220)
H (-30.0960, 25.1385, -24.9792)
H (-30.0042, 25.9261, -26.4329)
H (-31.4386, 21.6530, -29.3012)
H (-29.7386, 22.3343, -29.3941)
H (-30.9229, 23.3081, -28.6344)
C (-28.2599, 29.1546, -24.2887)
O (-26.8559, 29.2325, -24.0775)
P (-26.3055, 29.3410, -22.5012)
O (-26.7091, 28.1682, -21.7045)
O (-24.7591, 29.4492, -22.7030)
C (-23.9901, 30.0948, -21.7573)
O (-26.7395, 30.8194, -21.9347)
C (-27.8111, 30.8483, -21.0214)
H (-28.5687, 30.1399, -24.6378)
H (-28.9032, 28.6384, -23.5761)
H (-28.2505, 28.5578, -25.2008)
H (-24.5348, 30.3668, -20.8532)
H (-23.5487, 30.9768, -22.2213)
H (-23.2063, 29.4175, -21.4181)
H (-28.2771, 31.8216, -20.8678)
H (-27.4186, 30.5301, -20.0556)
H (-28.6242, 30.1458, -21.2041)
C (-29.3723, 23.9625, -13.6809)
O (-28.3837, 23.3654, -14.4455)
P (-27.4279, 24.0860, -15.5462)
O (-26.2705, 23.4103, -16.0960)
O (-28.6678, 24.4309, -16.6093)
C (-29.3475, 23.3357, -17.1266)
O (-27.0523, 25.5171, -14.9795)
C (-26.1621, 25.7578, -13.9296)
H (-29.4800, 23.4045, -12.7508)
H (-30.2737, 23.9983, -14.2928)
H (-29.1750, 25.0050, -13.4314)
H (-29.2239, 22.4208, -16.5472)
H (-29.2098, 23.3184, -18.2078)
H (-30.4327, 23.4208, -17.0698)
H (-25.8927, 24.9867, -13.2078)
H (-26.4682, 26.6755, -13.4273)
H (-25.2640, 26.1759, -14.3841)
C (-34.0909, 20.7884, -23.8702)
O (-34.6165, 21.1973, -22.6720)
P (-33.9346, 20.7708, -21.2528)
O (-33.3062, 21.8641, -20.5190)
O (-35.2076, 20.1862, -20.4291)
C (-35.0297, 19.7068, -19.1670)
O (-33.0657, 19.3701, -21.5590)
C (-31.8191, 19.5007, -22.2119)
H (-33.9308, 19.7175, -23.7458)
H (-33.1534, 21.2836, -24.1232)
H (-34.8452, 20.8306, -24.6559)
H (-34.0775, 19.9649, -18.7034)
H (-35.1015, 18.6252, -19.0535)
H (-35.8639, 20.0658, -18.5642)
H (-31.5452, 20.5443, -22.3668)
H (-31.7043, 18.8968, -23.1121)
H (-31.0734, 19.1155, -21.5165)

Forces on atoms 1 to 3 (eV/Å):
0.8701 2.3249 -0.6251
-3.1286 -2.3567 2.1721
2.1313 -0.9885 -1.9591